# 1
# C14H42O14

7 unconnected molecules or ions with the total composition C14H42O14 (ωB97M-V/def2-TZVPD, the OMol25 dataset).

Geometry as XYZ:
```
70
Properties=species:S:1:pos:R:3:forces:R:3
O 1.21872 0.59922 4.82362 -0.1645 -0.4999 0.8839
C 1.84361 1.49610 3.96371 -0.0449 0.6285 -0.9802
C 1.33824 1.20818 2.53592 1.5067 1.3428 0.7663
O 1.85957 -0.02497 2.08252 -0.5445 -0.1791 -0.0414
H 1.78154 0.57901 5.60107 -0.3062 -0.3357 0.2884
H 1.68691 2.53553 4.25204 -0.7218 0.2924 -0.1067
H 2.92576 1.42389 4.07246 0.3014 -0.4856 -0.6376
H 1.78717 1.98576 1.91792 -0.1838 0.1047 -0.2830
H 0.25243 1.27198 2.46484 0.0532 -0.1287 0.2067
H 1.22550 -0.63436 2.46751 0.0246 -0.7459 -0.2100
O -1.42719 3.33337 2.57755 0.9647 -1.0849 1.3063
C -1.86641 3.31541 1.22549 0.2654 1.9950 0.9445
C -1.70512 1.94162 0.62585 -1.0871 -1.1417 0.4449
O -2.40293 1.82334 -0.60989 0.0412 0.7404 -0.2336
H -1.94717 3.96169 3.08395 0.0296 -0.1228 -0.1385
H -2.86926 3.71620 1.37296 -0.5937 -0.7033 -1.4431
H -1.27661 4.13975 0.82462 -0.0233 -0.3201 -1.2577
H -2.18620 1.26706 1.33412 -0.1427 -0.0958 0.3494
H -0.70559 1.51169 0.56113 0.3810 0.7627 -0.2016
H -2.26505 0.94299 -0.96704 0.2564 0.0244 0.0918
O -2.60658 -1.59741 -0.43925 -0.1930 0.0119 0.3133
C -3.56221 -1.96475 -1.38623 -0.7712 0.2929 -0.4003
C -3.84500 -0.78055 -2.30082 -0.8056 -1.1824 -0.0008
O -2.68067 -0.55692 -3.05365 0.7849 0.2889 -0.1675
H -2.02481 -0.99119 -0.90363 1.1873 0.0043 0.0979
H -3.22573 -2.79262 -2.01033 0.2188 -0.1589 -0.0953
H -4.44080 -2.31652 -0.84546 -0.2395 0.2067 -0.1476
H -4.11450 0.11846 -1.74652 -0.3112 -0.0570 0.1336
H -4.62318 -1.11050 -2.98906 -0.4991 0.2887 0.0995
H -2.87852 0.15773 -3.66335 0.2244 0.1199 -0.1039
O 1.31521 3.50224 -3.37493 0.8356 0.3888 0.7340
C 2.29356 4.45070 -2.97215 1.5111 0.5965 -0.3748
C 3.76130 3.91958 -2.93915 -1.1764 0.7533 2.3096
O 3.93661 3.19488 -4.07614 0.4954 -1.5499 -1.8189
H 1.82256 3.08726 -4.07635 -0.2896 -0.6519 -0.5416
H 2.43461 5.16972 -3.77914 -0.7335 0.6445 0.0160
H 2.08228 4.95631 -2.02990 -0.4511 -0.1727 -0.1369
H 3.97680 3.34572 -2.03785 -0.1640 -0.3476 0.1076
H 4.45559 4.75883 -2.89787 -0.1110 0.3876 -0.0738
H 4.37096 2.36847 -3.85261 0.0483 -0.0347 -0.2517
O -3.11187 -3.76492 1.41004 0.8451 -1.2595 0.7344
C -2.62138 -3.31302 2.69448 -0.6266 2.2309 -0.8123
C -1.26670 -2.53940 2.71907 -0.3011 -0.7607 -0.0715
O -1.30387 -1.34135 1.97452 0.0693 0.2523 0.2448
H -3.06426 -3.06898 0.75049 0.3521 0.2603 0.2798
H -3.35330 -2.53252 2.90233 -0.0245 0.2644 0.8761
H -2.73774 -4.05640 3.48311 0.3120 -0.3951 -0.5402
H -0.43252 -3.15554 2.38346 0.0031 -0.3565 -0.2005
H -1.01732 -2.20957 3.72759 -0.3021 -0.3081 0.2937
H -1.81456 -1.48049 1.17362 -0.0030 -0.0424 -0.3307
O -0.00388 -3.70190 -0.81504 0.4062 0.4420 -0.2128
C 1.42158 -3.76601 -0.84469 0.9134 0.7971 1.0289
C 2.01662 -3.43513 0.58164 -1.3027 -0.8668 -3.0597
O 2.14794 -4.73635 1.18440 0.4728 2.0512 0.5771
H -0.26489 -3.59421 -1.73257 -0.4188 -0.2051 -0.1137
H 1.77094 -4.72693 -1.22242 -0.0270 -0.3200 0.5172
H 1.87184 -3.05630 -1.53872 -0.3475 0.5101 -0.1943
H 1.37104 -2.69214 1.04994 -0.6944 -0.5750 0.5460
H 2.88594 -2.80163 0.40544 0.9701 -0.8461 0.2342
H 2.53975 -4.48769 2.02480 0.1310 -0.7677 0.5480
O -0.20509 -0.63572 -0.95767 0.2155 1.0866 -0.3792
C 0.50637 -0.07548 -2.07940 0.6254 0.5705 0.4920
C 1.71798 0.82798 -1.63571 -0.6355 -1.8078 1.0067
O 2.59889 0.04197 -0.80243 0.1995 0.3961 -1.1890
H 0.06781 -1.55479 -0.90822 -0.1117 -0.3499 0.4929
H 0.80557 -0.96001 -2.64169 0.5168 0.4349 -0.5298
H -0.16218 0.54564 -2.67553 -0.2098 -0.1430 0.0080
H 1.36894 1.68354 -1.05753 -0.2943 0.0898 -0.1305
H 2.25810 1.22038 -2.49734 0.0381 -0.2792 0.0123
H 2.29484 0.05407 0.10807 -0.3435 0.0201 0.4247
```
Forces are in eV/Å.

2S+1 = 1
HOMO level = -9.4 eV
Gap between HOMO and LUMO = 9.940 eV
Structure (SMILES) = OCCO.OCCO.OCCO.OCCO.OCCO.OCCO.OCCO
ΔE to the lowest compared entry with this formula, charge and spin = 195.0 kJ/mol

***

# 2
# C14H43BClO17P5

5 unconnected molecules or ions with the total composition C14H43BClO17P5 (ωB97M-V/def2-TZVPD, the OMol25 dataset).

Geometry as XYZ:
```
81
Properties=species:S:1:pos:R:3:forces:R:3
C 3.03985 7.27674 -2.28275 0.5690 0.1279 -0.4996
O 1.88973 7.42686 -1.47082 1.5211 -1.1034 3.1894
P 1.24437 5.94571 -0.85217 -7.6474 0.6520 -6.8964
O 0.90357 5.48036 -2.27345 1.6024 -0.4601 1.1286
O -0.04591 6.76974 -0.23273 1.1189 -0.9061 0.8769
C -0.69940 7.74906 -1.02112 0.0568 0.8701 -0.2207
O 0.59906 4.46461 -0.23345 2.9382 1.5643 1.3586
C 0.45688 4.40643 1.17321 -0.4234 -0.3047 0.7869
H 3.57454 8.22917 -2.30954 -0.0951 -0.0730 0.1378
H 3.70605 6.51202 -1.86876 0.0218 0.1692 -0.3141
H 2.74802 7.00842 -3.30114 -0.0009 -0.1312 0.1697
H -0.62755 7.53329 -2.09021 0.1247 -0.1225 0.1268
H -0.26031 8.72814 -0.81390 -0.0926 -0.0431 -0.1550
H -1.75486 7.78011 -0.74266 0.1488 -0.2318 0.1857
H -0.44245 4.94921 1.47762 0.1546 0.0629 0.0443
H 1.33443 4.82910 1.66559 -0.1544 -0.1688 0.2797
H 0.34412 3.36145 1.46986 0.1459 0.0579 -0.0862
C -0.44591 -5.40745 6.83084 0.1089 -0.6070 0.4696
O -0.81076 -4.21815 6.15484 -2.2723 -1.4460 -2.4572
P -0.21417 -4.09607 4.53552 7.4538 6.2919 3.3500
O 1.22972 -4.05912 5.05179 -1.0422 -1.3508 -0.6485
O -0.79112 -2.55140 4.44226 -0.5491 -1.0716 -0.9158
C -0.58539 -1.65722 5.52198 -0.3550 0.1387 0.6922
O 0.38233 -3.97400 2.91620 -2.7782 -2.0746 0.8163
C -0.60085 -3.74932 1.92363 -0.1096 0.3735 -0.5531
H -1.14370 -5.56755 7.65617 -0.0676 0.1054 -0.1310
H -0.50017 -6.26702 6.15392 0.2337 0.0259 0.3162
H 0.56412 -5.31342 7.23738 -0.0446 -0.0415 -0.2535
H 0.32585 -1.88702 6.08011 -0.0660 -0.1568 -0.1482
H -1.44724 -1.70001 6.19261 0.1595 0.0574 0.0642
H -0.50594 -0.64139 5.12923 -0.0432 -0.1828 -0.2588
H -0.88848 -2.69418 1.91897 0.0729 -0.3434 0.2130
H -1.47660 -4.37575 2.10199 -0.1128 0.1027 -0.3290
H -0.17446 -3.99326 0.94825 -0.0042 -0.0870 0.0861
C 4.16035 -6.73651 3.69462 0.4145 0.7324 0.0749
O 3.70875 -8.07018 3.84278 -0.6249 -0.7946 -3.5693
P 2.04430 -8.31765 3.44104 -2.0510 -0.3749 10.1113
O 1.61150 -7.41799 4.60552 0.0888 0.4394 -1.8461
O 2.14955 -9.87636 3.97668 -0.3864 0.4018 -1.5395
C 2.80713 -10.15695 5.20000 0.7957 -0.1385 0.3036
O 0.37991 -8.56517 3.03924 2.4604 0.3366 -2.5118
C 0.13335 -9.56225 2.06592 -0.5205 -0.6453 -0.3696
H 5.24891 -6.74524 3.60156 -0.1011 -0.1496 -0.0787
H 3.73480 -6.28409 2.79227 0.1693 0.1723 0.2912
H 3.88719 -6.14781 4.57388 -0.1998 -0.0411 -0.1940
H 2.74667 -9.32138 5.90203 -0.0609 0.0449 -0.2118
H 3.85522 -10.39194 4.99841 -0.0608 0.0627 0.1638
H 2.34125 -11.03142 5.65908 -0.1595 0.0574 -0.2827
H 0.19048 -10.55236 2.52686 0.1164 0.0485 -0.1221
H 0.85282 -9.48720 1.24866 -0.2276 -0.2176 -0.1579
H -0.87612 -9.42432 1.67270 0.1187 0.1125 -0.0057
C -0.94049 3.37925 -8.76218 -0.0178 -0.5103 -0.4073
O -0.89388 4.11735 -7.55487 -2.8651 2.1187 -0.8116
P -0.43809 5.77598 -7.73983 9.3689 -2.3411 3.9392
O 0.95487 5.35697 -8.22646 -1.5430 0.4537 -1.1862
O -0.40451 5.94710 -6.09752 -1.1265 0.9886 -1.3518
C 0.21234 4.95231 -5.29905 0.0063 -0.7917 0.5942
O 0.01761 7.43461 -7.92475 -3.2902 -1.0797 -0.8228
C -0.89370 8.37647 -7.39117 -0.1516 0.7688 0.3635
H -1.57305 2.50150 -8.61009 -0.0275 0.1526 0.0740
H -1.36943 3.98541 -9.56753 0.1552 -0.3141 -0.0350
H 0.06324 3.04604 -9.03746 -0.0732 0.2119 -0.0210
H 1.01747 4.43783 -5.82986 -0.1543 0.1049 -0.1749
H -0.54164 4.22680 -4.98359 0.1806 -0.0375 0.0066
H 0.62962 5.42391 -4.40688 -0.2369 0.1374 -0.2364
H -0.76724 8.44140 -6.30681 -0.1510 -0.0702 -0.0586
H -1.92057 8.09649 -7.63267 -0.0722 0.3294 0.1141
H -0.67536 9.35616 -7.82156 -0.0348 -0.1325 -0.0938
C -4.59006 0.01189 0.93814 0.3570 -0.5869 -0.8495
B -3.36482 -0.48167 -0.09562 -0.1599 0.2239 1.4960
Cl -2.38334 -2.04263 0.18155 -1.5501 1.7406 -0.7580
P -3.08829 0.70463 -1.62161 0.2039 -0.5190 -1.0231
C -1.97946 2.18614 -1.07381 0.7720 0.8416 0.9646
O -2.24669 -0.32330 -2.77638 -1.5253 -0.4866 1.4104
H -5.50971 0.24030 0.21188 1.8595 -0.3434 1.8794
H -4.19272 1.01364 1.41867 -1.0608 -1.9185 -0.7519
H -4.85918 -0.81944 1.73091 0.4837 1.9757 -1.5004
H -1.36934 1.96095 -0.07327 -1.0509 0.4927 -2.4263
H -1.27110 2.54164 -1.95544 -1.4461 -0.9095 1.9270
H -2.69676 3.10423 -0.81398 1.3908 -2.1649 -0.7392
H -2.82915 -1.16124 -2.80931 1.4152 1.9246 -0.0018
```
Forces are in eV/Å.

2S+1 = 1
HOMO level = -8.2 eV
Gap between HOMO and LUMO = 5.315 eV
Structure (SMILES) = COP(=O)(OC)OC.COP(=O)(OC)OC.COP(=O)(OC)OC.COP(=O)(OC)OC.CB(Cl)P(C)O

***

# 3
# C14H44CoO12

A molecular structure, C14H44CoO12 (ωB97M-V/def2-TZVPD, the OMol25 dataset).

Geometry as XYZ:
```
71
Properties=species:S:1:pos:R:3:forces:R:3
Co -0.75981 2.22449 -1.04416 1.9501 -2.1394 1.1900
C -1.24499 -0.20215 -0.46033 0.4447 -0.7657 3.3927
O -1.72858 -1.20243 0.04873 -1.5687 -2.7304 0.6475
O -0.41980 0.51306 0.12265 3.7836 3.0260 3.8538
O -1.53525 0.32621 -1.50178 -3.8319 2.7078 -7.9736
C 1.09755 3.35761 4.50915 -0.6787 0.5764 0.8036
C 0.47003 2.02845 4.08168 1.2391 0.8641 -0.2696
O -0.25571 2.29185 2.86994 -0.1247 0.0403 0.2812
H 1.84993 3.30572 5.29612 0.3453 -0.4963 -0.3715
H 0.37189 4.01167 4.99261 -0.5640 -0.1937 -0.0427
H 1.43441 3.99925 3.69495 0.4262 -0.5443 -0.2775
H -0.12813 1.58750 4.87909 -0.4038 0.2087 -0.1659
H 1.23895 1.29523 3.83825 0.2246 -0.0447 0.0935
H -0.64307 1.44340 2.64258 -0.4218 -0.5203 -0.3010
C 0.21741 -2.72933 -4.99578 -0.0578 0.0092 -0.7159
C -0.66489 -2.31016 -3.83610 0.9319 -0.4240 -0.1333
O -0.62857 -0.90083 -3.72943 -0.0347 0.1019 -0.3221
H 1.22326 -2.32786 -4.87254 0.0702 -0.1629 0.2794
H -0.09199 -2.36183 -5.97421 -0.4318 0.2606 0.0961
H 0.26687 -3.81029 -5.12676 0.0648 -0.0548 0.3501
H -0.20665 -2.75531 -2.95295 -0.1424 -0.0999 0.3370
H -1.68195 -2.69762 -3.89586 -0.1750 0.0187 -0.2395
H -0.90915 -0.66139 -2.84312 -0.1830 0.1919 -0.0482
C 4.35081 0.05290 0.82575 -1.3119 0.7686 0.1612
C 2.79250 0.48330 0.89712 2.4873 -1.0633 0.4839
O 2.11731 -0.70942 0.61835 -0.4108 -0.5355 -0.7739
H 4.59380 -0.82151 1.42945 -0.4899 0.0587 0.2300
H 5.04555 0.83749 1.12553 -0.1676 0.2000 -0.0260
H 4.59047 -0.24305 -0.19557 -0.1800 0.1757 -0.1175
H 2.59328 1.29391 0.19618 -0.0534 -0.0417 -0.2942
H 2.43615 0.79770 1.87808 0.5645 0.4498 0.3185
H 1.22066 -0.46810 0.37466 -0.4435 0.0095 0.1049
C 2.52142 4.38105 -0.21501 1.2362 0.2984 -0.7452
C 1.18583 4.50396 0.40483 -0.4938 0.0178 1.0562
O 0.50732 3.22973 0.37887 -0.8285 0.2828 -1.6904
H 2.50833 4.03467 -1.24842 -0.2340 0.0106 -0.0260
H 3.19479 3.70920 0.31722 -0.2545 -0.1041 0.2006
H 3.02714 5.34644 -0.23445 -0.0814 0.1349 0.0496
H 0.53526 5.28852 0.01843 0.0949 -0.1311 -0.4742
H 1.28814 4.74788 1.46225 0.1223 0.0990 0.0612
H 0.35072 2.96626 1.28862 -0.4355 -0.7499 1.1678
C -0.47660 -1.61076 3.22439 -0.1591 -0.1633 0.4068
O -1.43048 -0.60814 2.83054 0.6362 -0.1286 0.4715
H -0.84508 -2.61742 3.02701 -0.2522 -0.0997 0.0270
H 0.50743 -1.57781 2.75673 -0.0370 0.5830 -0.3758
H -0.31495 -1.51025 4.29764 -0.1580 0.0231 -0.0328
H -1.48736 -0.64405 1.87289 0.0419 -0.1723 -0.4767
C 0.69577 -3.96028 -0.10138 0.8726 0.9473 -0.7912
O -0.68460 -3.84339 -0.26919 -1.2241 -0.9218 0.4777
H 1.04876 -4.99151 -0.09401 -0.4583 -0.0160 0.0948
H 1.12041 -3.46553 -0.97488 0.7424 -0.1236 -0.1216
H 1.09551 -3.42134 0.75760 -0.1244 -0.1254 0.3286
H -0.96614 -2.93321 -0.15126 0.1792 0.2523 0.0343
C -4.46033 -1.19549 -2.75833 -0.3025 0.7735 -0.5707
O -4.03707 0.13259 -2.49473 -1.3670 -0.8562 -0.0808
H -5.51919 -1.22738 -3.01505 -0.0035 0.2950 0.3708
H -3.95912 -1.55831 -3.65567 0.4682 -0.2997 -0.0340
H -4.23659 -1.85880 -1.92283 0.1105 -0.2785 0.2087
H -3.14068 0.06086 -2.15866 1.0654 0.2195 0.2092
C 1.68840 1.05892 -2.68142 0.6402 -1.9677 -0.5560
O 0.95182 2.19336 -2.30592 -0.7798 1.1971 0.0524
H 1.35803 0.22857 -2.05732 0.2446 0.1018 -0.0190
H 1.51973 0.77759 -3.72089 -0.3828 0.0774 0.0262
H 2.76397 1.21226 -2.59353 -0.0272 0.1899 0.4828
H 1.28229 2.90288 -2.86177 -0.3101 0.4484 0.0624
C -4.26794 -2.76563 1.94984 0.7331 -0.1801 -0.6626
O -4.25933 -2.12909 0.68855 -1.9332 -1.0173 0.8674
H -4.25637 -1.97336 2.69836 -0.4696 0.6081 0.3815
H -5.10184 -3.45974 2.05440 -0.1297 0.4880 -0.1868
H -3.32151 -3.24109 2.20733 0.3243 -0.2347 -0.4861
H -3.39820 -1.83060 0.38696 2.0769 0.6712 -0.2583
```
Forces are in eV/Å.

2S+1 = 5
HOMO level (spin up / spin down) = -11.9 / -11.9 eV
Charge = +1
Gap between HOMO and LUMO (spin up / spin down) = 7.801 / 3.218 eV

***

Number 1: energy -43859.0741 eV, largest force on an atom 3.44 eV/Å. Number 2: energy -109654.8831 eV, largest force on an atom 10.43 eV/Å. Number 3: energy -77416.4176 eV, largest force on an atom 9.25 eV/Å.